1.
A cluster of 6 separate species, C4H21N2O5S in total, computed with wB97M-V/def2-TZVPD.

The calculation puts the HOMO energy at -3.35 eV. As for the charge: -1. The value obtained for the electronic energy is -1048.8763 Ha. The energy above the lowest of the compared OMol25 structures with the same formula, charge and spin is 37.4 kcal per mole. As for the orbital gap: 6.448 eV.

```
33
Properties=species:S:1:pos:R:3:forces:R:3
C 0.75656 -0.52959 0.61930 0.04 -2.11 1.66
N 0.02012 -1.16368 1.79852 0.13 3.89 -0.20
C -1.25488 -0.53463 1.99646 -2.70 0.82 -0.15
N -2.36368 -1.04318 1.08927 0.15 0.93 2.84
C 1.95668 -1.51715 0.37496 1.66 4.37 -1.33
C 2.08461 -1.66204 -1.13543 -1.04 -2.53 -0.23
S 0.46776 -2.44681 -1.68690 0.35 -0.11 -0.36
H 0.20112 -0.37814 -0.32122 -0.26 -0.67 0.43
H 0.96163 0.47408 0.96098 0.85 0.38 0.35
H -0.10498 -2.11311 1.67187 -0.18 -2.25 -0.68
H -1.20407 0.59804 1.88123 0.34 -1.46 -0.25
H -1.80302 -0.59893 2.99101 1.45 -0.54 -0.52
H -2.60348 -1.99664 1.33779 0.26 0.16 -0.57
H -2.17696 -0.87038 0.14869 0.45 -0.27 -1.75
H 1.80110 -2.44717 0.75375 -0.96 -2.57 1.20
H 2.89245 -1.14046 0.89230 -0.87 -0.18 -0.61
H 2.17502 -0.77038 -1.67861 0.30 1.65 -0.50
H 2.81662 -2.37170 -1.56441 0.13 0.45 0.85
H 3.80009 0.91517 -0.18585 -0.03 0.37 2.16
H 3.19707 1.32766 1.18193 -4.71 1.10 2.01
O 3.95927 1.11436 0.78805 4.82 -1.41 -4.16
H -2.73027 0.71799 -2.10685 1.13 0.76 0.66
H -1.25236 1.03187 -1.73071 -1.27 0.22 -0.07
O -2.17820 1.34073 -1.55892 0.39 -1.05 -0.75
H -1.99554 1.93940 0.05929 -0.37 1.43 0.83
H -2.61555 2.37560 1.38490 -1.79 -0.93 1.91
O -2.02919 2.67866 0.74973 1.91 -0.13 -2.41
H -1.86677 -1.37772 -2.22544 1.38 0.95 -2.65
H -0.88629 -0.87896 -3.41224 1.76 -0.67 0.36
O -1.78004 -0.90440 -3.13837 -3.32 -0.52 2.06
H 1.04847 2.72985 -0.18407 -0.93 1.09 0.64
H 0.11109 3.90315 0.52032 0.38 -1.18 -0.45
O 0.59563 3.59851 -0.27134 0.56 -0.01 -0.32
```
Forces are in eV/Å.

=====

2.
A structure of composition C34H44F5IN2OP2SeSn, computed with wB97M-V/def2-TZVPD.

The calculation puts the HOMO energy at -7.16 eV. As for the charge: 0. The value obtained for the electronic energy is -5602.1483 Ha. As for the orbital gap: 7.351 eV.

```
91
Properties=species:S:1:pos:R:3:forces:R:3
Sn -0.05303 -1.26358 0.76551 -0.61 -0.24 -0.16
C 1.42909 -0.70274 5.05407 1.54 0.54 -2.75
C 0.76258 0.56774 4.53907 -1.27 -0.96 -0.16
C -0.63585 0.60954 5.16817 -0.65 -1.62 0.62
P 0.90909 0.43486 2.70653 -0.82 0.96 -0.73
C 2.68466 0.80619 2.44757 0.70 1.80 -1.68
C 3.17752 2.03374 3.23122 -0.23 0.75 0.39
C 2.88949 1.15961 0.91443 0.28 -0.11 1.21
C -0.00512 1.88911 1.96489 0.34 -1.27 1.09
C -0.18530 3.02332 2.74834 -0.08 -0.06 1.01
C -0.97000 4.06058 2.32605 -0.60 0.55 -1.20
C -1.06434 5.34578 3.12636 -0.87 -1.50 -0.07
C -1.64775 3.92900 1.05293 0.53 0.59 1.16
C -1.45578 2.83105 0.27143 -0.43 -1.24 -0.68
C -0.65572 1.75158 0.75009 0.03 1.64 -0.09
N -0.51760 0.66646 -0.05363 0.83 -1.02 -1.23
C -0.12836 0.91651 -1.38443 0.64 0.84 0.62
C 0.67025 2.05709 -1.68572 0.19 0.80 -0.58
C 1.07704 2.34168 -2.98045 -0.19 -0.54 0.33
C 0.77027 1.47936 -4.02480 -0.33 -0.64 0.70
C 1.43645 1.69516 -5.32903 -0.35 0.67 -1.66
C -0.05588 0.38580 -3.74368 0.38 -0.77 -0.36
C -0.48504 0.04921 -2.42331 0.86 1.72 -1.81
P -1.62615 -1.19948 -1.98429 -0.86 -2.76 0.77
C -1.36794 -2.74950 -3.01507 -0.96 -0.80 -0.55
C -0.06628 -3.56019 -2.78338 0.35 1.56 -0.15
C -1.58965 -2.74134 -4.56811 -0.35 -0.48 -0.28
C -3.30575 -0.60275 -2.53988 -0.16 0.80 -0.10
C -3.14771 0.36129 -3.75737 0.19 -1.65 2.76
C -3.96108 0.20347 -1.38901 -1.08 -0.64 0.55
H 1.26259 -0.83039 6.06041 -0.19 -0.25 2.41
H 2.51085 -0.56750 4.82969 -0.46 -0.65 0.45
H 1.04577 -1.56661 4.51609 0.11 -0.14 0.09
H 1.40168 1.38369 4.80654 -0.27 0.71 0.45
H -1.24065 -0.32515 4.94221 1.13 0.74 0.23
H -1.35366 1.34908 4.90220 -0.03 1.19 -0.52
H -0.51746 0.65025 6.27539 -0.04 -0.01 -0.66
H 3.25592 -0.03925 2.74716 0.46 -0.94 0.07
H 2.59430 2.94846 2.94966 0.47 -0.71 0.07
H 4.26447 2.30028 3.16332 -0.87 -0.60 -0.26
H 2.95097 1.85729 4.28221 0.50 0.28 0.11
H 2.30732 2.06929 0.82691 0.03 0.27 -0.53
H 2.50257 0.42462 0.20907 0.08 -0.14 0.07
H 3.95836 1.38765 0.69260 -0.74 -0.27 0.25
H 0.22846 3.00735 3.78203 -0.16 0.39 -0.94
H -2.08203 5.41539 3.55042 0.42 0.46 -0.22
H -0.80447 6.15671 2.47743 -0.12 0.76 -0.12
H -0.35818 5.27803 3.93477 0.26 0.22 0.42
H -2.33260 4.71044 0.72860 0.21 0.01 0.06
H -1.94817 2.63467 -0.73530 0.52 0.70 1.49
H 0.98789 2.82044 -0.96728 -0.42 -0.71 0.24
H 1.70034 3.19202 -3.25232 -0.08 0.03 0.55
H 0.72115 2.07797 -6.09038 0.36 -0.30 0.30
H 1.87171 0.78946 -5.73477 -0.03 -0.33 -0.11
H 2.25355 2.43407 -5.31947 -0.32 -0.16 0.39
H -0.31677 -0.28792 -4.59961 0.18 0.62 0.98
H -2.23321 -3.38060 -2.63104 0.84 0.71 -0.23
H 0.74701 -2.94977 -3.21970 -0.06 -0.37 0.22
H -0.11083 -4.47643 -3.34957 -0.08 -0.39 -0.13
H 0.23072 -3.78645 -1.75863 -0.37 0.16 0.08
H -0.82834 -2.24982 -5.19192 0.11 -0.02 0.58
H -2.55471 -2.33038 -4.93464 0.40 -0.28 0.58
H -1.54860 -3.81407 -4.86947 -0.20 0.68 0.01
H -3.98042 -1.48404 -2.75534 0.98 0.81 -0.02
H -2.59846 1.20547 -3.43695 0.66 0.95 0.10
H -4.07625 0.64276 -4.07110 -2.65 0.94 -0.88
H -2.68977 -0.15276 -4.51738 1.37 -0.87 -2.04
H -3.26252 0.72421 -0.71072 -0.12 -0.41 -0.32
H -4.60854 -0.49679 -0.77553 0.87 0.93 -0.41
H -4.63298 0.97572 -1.81167 0.22 -0.36 0.15
F -1.97422 -7.12352 2.60654 0.04 1.71 -0.18
C -2.01970 -5.75548 2.49913 -1.13 -0.67 -1.20
C -2.79057 -5.14342 1.47565 1.06 -0.34 -0.16
F -3.34930 -5.94221 0.54612 -0.06 0.32 0.39
C -2.80206 -3.74213 1.30758 -0.06 -1.24 1.44
F -3.51495 -3.18389 0.35510 -0.43 -0.21 -0.91
C -2.21046 -2.92551 2.25492 0.40 -1.21 0.80
Se -2.38692 -1.04026 2.11703 0.44 0.06 -0.03
C -1.48371 -3.58369 3.28381 -0.69 2.65 -0.97
F -0.91939 -2.71851 4.17480 0.04 -1.32 -0.08
C -1.35045 -4.94296 3.38271 0.49 0.15 0.92
F -0.58824 -5.42927 4.36711 -0.11 -0.33 -0.05
N 3.47605 0.04059 -3.12767 -0.30 0.77 -0.60
C 3.87988 -0.59828 -1.98968 2.17 0.69 -1.62
O 3.31348 -1.51314 -1.49008 -1.27 -0.89 1.07
C 5.31430 -0.10980 -1.54374 -0.46 -1.19 -0.82
I 5.95394 -1.25856 0.16115 -0.02 0.53 -0.58
H 2.50094 0.02965 -3.47729 0.97 -0.28 0.65
H 4.09686 0.72206 -3.57023 -0.54 -0.39 0.46
H 5.19551 0.91675 -1.29484 0.23 0.87 0.57
H 6.05987 -0.17433 -2.38649 -0.78 -0.21 0.97
```
Forces are in eV/Å.

=====

3.
A structure of composition C23H18F6NOS4V, computed with wB97M-V/def2-TZVPD.

The calculation puts the HOMO energy (alpha / beta) at -4.28 / -4.67 eV. Its multiplicity is 4. As for the charge: -1. The value obtained for the electronic energy is -4153.2555 Ha. The energy above the lowest of the compared OMol25 structures with the same formula, charge and spin is 5.8 kcal per mole. As for the orbital gap (alpha / beta): 6.652 / 7.040 eV.

```
54
Properties=species:S:1:pos:R:3:forces:R:3
V -0.04092 -0.05803 0.42412 -0.46 -0.23 0.29
S 1.24652 -1.00226 -1.92991 0.10 0.02 -0.15
C 2.15830 -2.09827 -0.83448 0.07 0.01 -0.04
C 2.28695 -3.45858 -1.02771 -0.03 0.02 0.04
C 2.90849 -4.23797 -0.05874 0.00 -0.03 0.01
C 3.40038 -3.66118 1.09722 0.01 0.00 0.00
C 3.32535 -2.28475 1.26772 -0.05 0.02 -0.07
C 2.72031 -1.49403 0.30496 0.12 -0.07 0.09
S 2.74154 0.28358 0.41832 0.08 0.00 -0.07
C 2.27402 0.68557 2.15442 -0.03 -0.02 0.01
C 1.47403 1.96067 2.02525 0.05 -0.07 0.04
C 1.70263 3.10149 2.77364 -0.02 0.03 -0.02
C 0.88425 4.20281 2.56681 0.01 0.00 0.00
C -0.12363 4.14172 1.61933 0.01 0.00 0.04
C -0.28913 2.96763 0.89690 0.04 0.09 0.07
C -1.32547 2.83082 -0.18420 -0.06 -0.06 -0.11
S -2.02114 1.15061 -0.35911 -0.09 0.21 0.03
C -3.13131 1.13779 1.03757 0.02 -0.02 0.01
C -4.40573 1.66056 0.82046 0.02 0.01 -0.02
C -5.33562 1.71127 1.83998 -0.03 0.01 0.02
C -4.97866 1.21300 3.09225 0.04 -0.02 0.00
C -3.72693 0.67562 3.30552 -0.01 0.03 -0.07
C -2.75509 0.61123 2.28464 -0.04 0.04 0.07
S -1.21978 -0.11847 2.64275 0.13 -0.08 -0.14
N 0.49935 1.91778 1.11070 -0.11 0.11 -0.07
H 1.88904 -3.91967 -1.91449 -0.04 0.00 -0.04
H 2.99341 -5.30576 -0.21458 0.00 0.00 0.01
H 3.87343 -4.27069 1.85691 -0.01 -0.01 0.00
H 3.76397 -1.81655 2.14002 0.00 -0.01 0.01
H 3.14607 0.83620 2.78986 0.01 0.01 -0.01
H 1.64529 -0.09197 2.59959 0.00 0.00 0.00
H 2.49548 3.12288 3.50851 0.01 -0.02 0.00
H 1.03343 5.10667 3.14377 0.00 0.00 0.00
H -0.77428 4.98721 1.44183 -0.01 -0.01 -0.01
H -0.87466 3.04594 -1.15702 0.04 -0.02 0.02
H -2.14765 3.52769 -0.02857 0.01 0.02 -0.01
H -4.65723 2.02134 -0.17043 0.00 0.00 0.00
H -6.32341 2.11627 1.66334 0.00 0.00 0.00
H -5.69181 1.23572 3.90809 -0.01 0.00 -0.01
H -3.46103 0.27709 4.27614 0.00 0.00 0.01
C -0.40526 -2.01696 -5.24898 0.00 0.12 0.10
C 0.03845 -1.23564 -4.01074 -0.01 -0.14 -0.13
O -0.36496 0.02239 -3.88815 -0.04 0.08 0.01
C 1.57249 -1.23804 -3.77287 0.14 -0.06 -0.03
F 2.23633 -2.41946 -3.94482 0.01 0.07 -0.02
F 3.11546 -0.12836 -1.93730 0.00 0.03 -0.02
F 2.27139 -0.30614 -4.37790 -0.01 0.01 0.02
C -0.23994 -1.94072 -2.65700 -0.06 -0.17 -0.03
F -0.26340 -1.92946 0.16841 0.15 0.09 0.07
F -0.11626 -3.30260 -2.65692 0.00 0.02 0.05
F -1.43899 -1.66822 -2.14903 0.04 0.03 0.07
H -0.11480 -1.44320 -6.12983 0.00 -0.02 -0.01
H -1.49369 -2.08582 -5.22820 0.00 -0.01 -0.02
H 0.02445 -3.01876 -5.29808 -0.01 -0.01 -0.01
```
Forces are in eV/Å.

=====

4.
An isolated molecule of C5H7F, computed with wB97M-V/def2-TZVPD.

The calculation puts the HOMO energy at -9.41 eV. As for the charge: 0. The value obtained for the electronic energy is -294.4739 Ha. The energy above the lowest of the compared OMol25 structures with the same formula, charge and spin is 50.0 kcal per mole. The SMILES is C=CC(F)C=C. As for the orbital gap: 10.186 eV.

```
13
Properties=species:S:1:pos:R:3:forces:R:3
C 1.64185 0.97367 -1.38319 0.89 -0.09 1.73
C 0.92903 0.06996 -0.66085 1.81 0.03 -1.55
C 0.31424 0.15032 0.66918 -1.34 2.09 1.56
F 0.69477 -0.69767 1.70284 0.43 -2.53 -0.73
C -1.13769 0.10774 0.36767 -3.00 -4.55 1.98
C -1.84329 -1.06252 0.70585 -0.01 2.72 -1.20
H 2.12470 0.52966 -2.24391 -0.41 0.46 -0.56
H 2.08182 2.00042 -1.07260 -1.25 -1.91 -0.20
H 0.66516 -0.87653 -1.19790 0.44 0.72 0.62
H 0.45115 0.96754 1.34610 0.46 2.28 -1.22
H -1.62343 0.99183 -0.00767 0.08 0.02 -0.49
H -1.37953 -1.82596 1.29724 0.61 -0.27 -0.06
H -2.91876 -1.32846 0.47723 1.29 1.04 0.15
```
Forces are in eV/Å.